Entry 1:
Density functional theory data (wB97M-V/def2-TZVPD) for one molecule with the formula C3H8O at a distorted geometry.

The energy is -5285.8070 eV. Its SMILES is CCCO.

Geometry as XYZ:
```
12
Properties=species:S:1:pos:R:3:lowdin_charge:R:1
C -1.534 -0.085 0.078 -0.13
C -0.197 -0.079 -0.590 -0.31
C 0.908 0.674 -0.002 -0.09
O 1.946 -0.678 0.181 -0.19
H -1.424 -0.130 1.165 0.07
H -2.094 -0.957 -0.263 0.07
H -2.133 0.795 -0.149 0.07
H 0.507 -1.031 -0.243 0.14
H -0.243 -0.055 -1.683 0.11
H 0.799 1.069 1.011 0.11
H 1.515 1.283 -0.649 0.09
H 1.951 -0.806 1.143 0.05
```



Entry 2:
Density functional theory data (wB97M-V/def2-TZVPD) for a 2-piece molecular cluster, C3H8O2 overall at a distorted geometry.

The energy is -7334.4847 eV. Its SMILES is CC=O.CO.

Geometry as XYZ:
```
13
Properties=species:S:1:pos:R:3:lowdin_charge:R:1
C 0.072 0.575 1.857 -0.06
C -0.142 -0.809 2.342 -0.33
O -0.746 -1.673 1.762 0.04
H -0.321 1.319 2.555 0.08
H 1.127 0.808 1.718 0.08
H -0.432 0.727 0.901 0.07
H 0.415 -1.139 3.234 0.11
C -0.396 -0.079 -2.357 -0.13
O 1.008 -0.158 -2.714 -0.15
H -0.823 -0.702 -3.133 0.08
H -0.766 0.942 -2.340 0.07
H -0.452 -0.477 -1.351 0.06
H 1.455 0.668 -2.476 0.07
```



Entry 3:
Density functional theory data (wB97M-V/def2-TZVPD) for a 2-piece molecular cluster, C3H8O2 overall at a distorted geometry.

The energy is -7334.2692 eV. Its SMILES is CCC=O.O.

Geometry as XYZ:
```
13
Properties=species:S:1:pos:R:3:lowdin_charge:R:1
C -0.744 0.217 -1.410 -0.09
C -0.429 0.798 -0.041 -0.23
C -1.347 0.363 0.979 -0.35
O -2.000 -0.612 1.007 0.08
H -0.120 0.395 -2.116 -0.01
H -1.691 0.771 -1.741 0.11
H -1.036 -0.834 -1.331 0.08
H 0.599 0.540 0.265 0.11
H -0.338 1.964 -0.165 0.15
H -1.505 0.995 1.869 0.12
O 2.785 -1.701 1.257 -0.07
H 2.509 -2.034 0.444 -0.02
H 3.316 -0.861 0.983 0.09
```



Entry 4:
Density functional theory data (wB97M-V/def2-TZVPD) for a 2-piece molecular cluster, C3H8O2 overall at a distorted geometry.

The energy is -7335.1616 eV. Its SMILES is CCC=O.O.

Geometry as XYZ:
```
13
Properties=species:S:1:pos:R:3:lowdin_charge:R:1
C 0.124 -1.110 0.994 -0.08
C 0.459 -0.758 -0.473 -0.21
C -0.794 -0.442 -1.257 -0.27
O -1.206 0.686 -1.388 0.04
H 0.072 -0.147 1.467 0.06
H 0.778 -1.743 1.573 0.07
H -0.868 -1.544 1.022 0.07
H 1.056 0.141 -0.422 0.08
H 0.908 -1.554 -1.081 0.11
H -1.403 -1.299 -1.603 0.12
O 0.444 2.237 0.521 -0.06
H -0.264 2.398 -0.124 0.03
H 0.693 3.134 0.772 0.04
```



Entry 5:
Density functional theory data (wB97M-V/def2-TZVPD) for C3H8O2 as an isolated structure at a distorted geometry.

The energy is -7333.4986 eV.

Geometry as XYZ:
```
13
Properties=species:S:1:pos:R:3:lowdin_charge:R:1
O -0.601 1.348 0.957 -0.11
C -1.233 0.021 0.027 -0.01
C -0.183 -0.825 -0.652 -0.16
C 1.302 -0.295 -0.161 -0.33
O 1.434 1.057 -0.287 -0.17
H -0.308 1.082 1.850 0.10
H -1.822 0.664 -0.621 0.11
H -1.817 -0.469 0.803 0.10
H -0.203 -0.728 -1.747 0.11
H -0.235 -1.888 -0.363 0.11
H 1.348 -0.635 0.894 0.10
H 2.014 -0.891 -0.761 0.11
H 0.547 1.429 0.356 0.05
```



Entry 6:
Density functional theory data (wB97M-V/def2-TZVPD) for one molecule with the formula C3H8O2.

The energy is -7334.8008 eV. Its SMILES is COCCO.

Geometry as XYZ:
```
13
Properties=species:S:1:pos:R:3:lowdin_charge:R:1
C -1.471 -0.755 1.044 -0.12
O -0.476 0.183 0.721 -0.20
C -0.073 0.046 -0.628 -0.24
C 1.215 0.828 -0.806 -0.25
O 2.258 0.294 -0.021 -0.06
H -1.857 -0.558 2.059 0.09
H -2.359 -0.692 0.370 0.10
H -0.967 -1.710 0.984 0.08
H 0.104 -1.009 -0.918 0.13
H -0.866 0.447 -1.277 0.13
H 1.546 0.777 -1.849 0.12
H 1.026 1.884 -0.563 0.12
H 1.921 0.264 0.884 0.08
```



Entry 7:
Density functional theory data (wB97M-V/def2-TZVPD) for a 2-piece molecular cluster, C3H8O2 overall at a distorted geometry.

The energy is -7333.4846 eV. Its SMILES is C=CCO.O.

Geometry as XYZ:
```
13
Properties=species:S:1:pos:R:3:lowdin_charge:R:1
C -2.465 1.614 -0.909 -0.01
C -1.270 1.007 -1.124 -0.19
C -0.390 0.901 -0.004 -0.35
O 0.864 0.408 -0.333 -0.04
H -3.253 1.590 -1.827 0.11
H -2.790 1.848 0.071 0.04
H -1.143 0.346 -1.996 0.12
H -0.890 0.142 0.701 0.14
H -0.420 1.739 0.711 0.13
H 0.774 -0.081 -1.133 0.06
O 3.956 -3.438 1.781 -0.08
H 3.990 -2.488 2.050 0.05
H 3.035 -3.589 2.011 0.02
```



Entry 8:
Density functional theory data (wB97M-V/def2-TZVPD) for an isolated ion of composition C3H8O2P and charge -1 at a distorted geometry.

The energy is -16623.5034 eV. Its net charge is -1. Its SMILES is CP(C)OC[O-].

Geometry as XYZ:
```
14
Properties=species:S:1:pos:R:3:lowdin_charge:R:1
C 1.203 -0.221 1.016 -0.34
P 0.692 0.242 -0.763 0.65
C -0.264 1.761 -0.165 -0.35
O -0.525 -0.653 -1.129 -0.53
C -0.732 -2.245 -1.720 -0.49
O 0.355 -2.855 -1.694 -0.22
H 1.661 -1.188 0.894 -0.02
H 0.270 -0.305 1.624 0.02
H 1.953 0.717 1.244 0.06
H -1.216 1.483 0.449 0.05
H 0.434 2.404 0.587 0.06
H -0.707 2.253 -0.926 -0.06
H -1.441 -2.780 -0.995 0.07
H -1.388 -1.927 -2.698 0.10
```